No. 1
9
Properties=species:S:1:pos:R:3:mulliken_charge:R:1 method="wB97M-V/def2-TZVPD" de_lowest_kcal_mol=53.02 homo_lumo_gap_ev="6.507 / 6.505"
C -0.809 1.514 -1.846 -0.94
N -2.763 -2.692 0.136 0.15
P -1.252 -2.650 0.585 -0.12
P -4.059 -2.373 -0.604 -0.05
I -1.497 1.883 0.091 0.02
H 0.170 1.045 -1.835 0.29
H -0.840 2.293 -2.487 0.37
H -1.430 0.739 -2.263 0.25
H -1.442 -3.940 1.055 0.03



No. 2
8
Properties=species:S:1:pos:R:3:mulliken_charge:R:1 method="wB97M-V/def2-TZVPD" de_lowest_kcal_mol=27.77 homo_lumo_gap_ev=7.724 smiles=CSNI
C -1.138 0.512 0.363 -0.64
S -0.244 -1.061 0.314 0.05
N 1.051 -0.640 -0.660 -0.54
I 2.834 0.329 0.052 0.09
H -1.341 0.718 1.339 0.30
H -2.060 0.289 -0.177 0.24
H -0.354 1.251 -0.038 0.20
H 1.252 -1.398 -1.193 0.30



No. 3
7
Properties=species:S:1:pos:R:3:mulliken_charge:R:1 method="wB97M-V/def2-TZVPD" de_lowest_kcal_mol=3.18 homo_lumo_gap_ev=7.478 charge=-1
I 1.280 -1.904 2.507 -0.90
C -0.340 0.650 -0.492 -0.48
O 0.433 -0.518 -0.726 -0.46
H 0.090 1.302 0.274 0.23
H -0.399 1.189 -1.437 0.21
H -1.351 0.382 -0.162 0.23
H 0.286 -1.102 0.035 0.19



No. 4
8
Properties=species:S:1:pos:R:3:mulliken_charge:R:1 method="wB97M-V/def2-TZVPD" de_lowest_kcal_mol=53.48 homo_lumo_gap_ev="6.974 / 6.974"
C -0.081 -1.205 -0.185 -0.42
O -0.635 -0.072 -0.605 -0.24
P -0.085 1.443 -0.170 0.08
I 2.738 -0.293 -0.170 -0.33
H -0.324 -1.995 -0.838 0.28
H 0.239 -1.166 0.867 0.47
H -1.536 1.878 -0.100 0.07
H -0.316 1.409 1.201 0.09



No. 5
8
Properties=species:S:1:pos:R:3:mulliken_charge:R:1 method="wB97M-V/def2-TZVPD" de_lowest_kcal_mol=28.99 homo_lumo_gap_ev=9.426 smiles=POCI
P -0.707 1.235 0.144 0.00
O -0.088 -0.244 -0.170 -0.28
C 0.952 -0.945 0.342 -0.43
I 2.737 0.097 -0.008 -0.01
H -0.090 2.023 -0.866 0.04
H -2.004 0.953 -0.295 0.05
H 1.187 -1.935 -0.080 0.28
H 0.713 -1.010 1.363 0.35



No. 6
9
Properties=species:S:1:pos:R:3:mulliken_charge:R:1 method="wB97M-V/def2-TZVPD" de_lowest_kcal_mol=23.13 homo_lumo_gap_ev=3.854 charge=+3
In 4.382 -3.078 6.364 1.46
C 6.311 -0.891 3.624 0.73
O 5.944 -1.972 4.145 -0.29
N 7.298 -0.826 2.690 -0.08
N 5.674 0.298 3.807 -0.11
H 7.632 -1.715 2.267 0.37
H 7.543 0.027 2.162 0.33
H 5.994 1.188 3.399 0.32
H 4.855 0.369 4.416 0.28



No. 7
7
Properties=species:S:1:pos:R:3:mulliken_charge:R:1 method="wB97M-V/def2-TZVPD" de_lowest_kcal_mol=147.48 homo_lumo_gap_ev="9.234 / 9.233"
C -0.529 0.075 -0.160 -0.10
N 0.667 -0.717 -0.103 -0.42
N 0.702 0.614 0.254 -0.31
H -0.756 0.359 -1.266 0.17
H -1.344 -0.123 0.444 0.23
H 0.374 -1.494 1.358 0.15
H 0.886 1.286 -0.527 0.28



No. 8
7
Properties=species:S:1:pos:R:3:mulliken_charge:R:1 method="wB97M-V/def2-TZVPD" de_lowest_kcal_mol=40.77 homo_lumo_gap_ev=10.223
H -0.498 1.143 -1.242 0.19
N -0.977 1.017 -0.336 -0.59
C -0.490 0.038 0.316 0.17
N 0.539 -0.667 -0.056 -0.54
H -0.963 -0.186 1.367 0.24
H 1.111 -1.149 0.730 0.27
H 1.277 -0.196 -0.778 0.26



No. 9
8
Properties=species:S:1:pos:R:3:mulliken_charge:R:1 method="wB97M-V/def2-TZVPD" de_lowest_kcal_mol=21.73 homo_lumo_gap_ev=10.701 smiles="NC(N)=O"
N 1.061 -0.444 -0.028 -0.36
C 0.018 0.445 0.035 0.51
N -1.188 -0.028 -0.482 -0.58
O 0.183 1.554 0.468 -0.57
H 1.069 -1.443 -0.057 0.19
H 1.942 0.026 0.018 0.22
H -1.141 -0.761 0.329 0.27
H -1.944 0.650 -0.284 0.31



No. 10
8
Properties=species:S:1:pos:R:3:mulliken_charge:R:1 method="wB97M-V/def2-TZVPD" de_lowest_kcal_mol=110.40 homo_lumo_gap_ev="9.959 / 9.961" smiles="[H]/N=[N+](/C)[O-]"
H 1.741 -1.189 0.898 0.26
N 0.787 -0.925 0.807 -0.69
N 0.474 -0.191 -0.158 0.74
C -0.877 0.393 -0.109 -0.52
O 1.384 0.226 -1.185 -0.55
H -1.837 -0.216 0.032 0.24
H -0.888 0.891 -1.104 0.28
H -0.784 1.012 0.818 0.24



No. 11
8
Properties=species:S:1:pos:R:3:mulliken_charge:R:1 method="wB97M-V/def2-TZVPD" de_lowest_kcal_mol=37.38 homo_lumo_gap_ev=11.197 smiles="NNC=O"
N -0.741 1.082 -0.714 -0.59
N -0.817 -0.101 0.021 0.00
C 0.282 -0.755 0.470 0.08
O 1.413 -0.352 0.328 -0.56
H -0.298 1.771 -0.119 0.26
H -0.093 0.930 -1.489 0.26
H -1.740 -0.518 0.044 0.21
H 0.037 -1.708 0.971 0.33



No. 12
8
Properties=species:S:1:pos:R:3:mulliken_charge:R:1 method="wB97M-V/def2-TZVPD" de_lowest_kcal_mol=90.55 homo_lumo_gap_ev=10.563
H 1.633 -0.970 -0.025 0.22
N 1.758 0.044 -0.211 -0.51
C 0.698 0.583 0.020 0.01
N -0.423 -0.228 0.251 -0.32
O -1.737 0.260 -0.286 -0.42
H 0.578 1.581 0.270 0.39
H -0.141 -1.102 -0.374 0.27
H -2.366 -0.169 0.356 0.36



No. 13
8
Properties=species:S:1:pos:R:3:mulliken_charge:R:1 method="wB97M-V/def2-TZVPD" de_lowest_kcal_mol=155.68 homo_lumo_gap_ev="9.693 / 8.614"
C 1.801 -0.068 -0.136 -0.33
N 0.565 -0.043 -0.261 0.02
N -2.144 0.155 -0.213 -0.44
O -0.427 -0.646 0.172 -0.30
H 2.296 0.730 -0.628 0.27
H 2.212 -0.870 0.559 0.25
H -2.513 -0.352 0.559 0.25
H -1.789 1.093 -0.052 0.27



No. 14
9
Properties=species:S:1:pos:R:3:mulliken_charge:R:1 method="wB97M-V/def2-TZVPD" de_lowest_kcal_mol=8.20 homo_lumo_gap_ev=5.710 charge=-2 smiles=[O-]NCN[O-]
O -2.201 -0.581 -0.863 -0.86
N -1.166 0.359 -0.743 -0.38
C 0.190 -0.336 -0.222 -0.33
N 1.134 0.607 0.346 -0.46
O 2.259 -0.087 0.888 -0.87
H -1.415 0.959 0.075 0.14
H 0.640 -0.788 -1.115 0.26
H -0.097 -1.163 0.465 0.30
H 0.657 1.030 1.168 0.20



No. 15
9
Properties=species:S:1:pos:R:3:mulliken_charge:R:1 method="wB97M-V/def2-TZVPD" de_lowest_kcal_mol=76.50 homo_lumo_gap_ev=9.658
C 1.141 0.760 0.052 0.13
N -0.199 -1.368 -0.018 -0.41
N 0.041 -0.049 -0.141 0.20
O 2.249 0.280 0.037 -0.51
O -1.376 0.882 0.263 -0.54
H 0.899 1.853 -0.047 0.33
H -1.131 -1.554 -0.317 0.26
H 0.141 -1.781 0.811 0.21
H -1.766 0.978 -0.640 0.34



No. 16
9
Properties=species:S:1:pos:R:3:mulliken_charge:R:1 method="wB97M-V/def2-TZVPD" de_lowest_kcal_mol=47.20 homo_lumo_gap_ev=10.433 smiles="N=C=O.NO"
N -2.075 -0.889 0.264 -0.34
C -2.727 0.045 0.016 0.45
O -3.469 0.889 -0.192 -0.39
H -1.714 -1.706 -0.209 0.29
N 1.087 0.456 0.450 -0.44
O 0.688 0.443 -0.939 -0.40
H 0.417 1.071 1.075 0.25
H 1.023 -0.544 0.879 0.26
H 1.478 0.802 -1.506 0.33



No. 17
9
Properties=species:S:1:pos:R:3:mulliken_charge:R:1 method="wB97M-V/def2-TZVPD" de_lowest_kcal_mol=26.80 homo_lumo_gap_ev=11.004 smiles="NC(=O)NO"
N -1.422 -0.381 -0.093 -0.40
C -0.285 0.295 -0.076 0.54
O -0.281 1.519 -0.011 -0.61
N 0.887 -0.589 -0.004 -0.30
O 2.024 0.194 -0.275 -0.36
H -1.311 -1.224 -0.552 0.25
H -2.287 0.180 -0.300 0.27
H 0.901 -1.018 1.029 0.27
H 1.772 1.025 0.281 0.34



No. 18
10
Properties=species:S:1:pos:R:3:mulliken_charge:R:1 method="wB97M-V/def2-TZVPD" de_lowest_kcal_mol=122.77 homo_lumo_gap_ev="8.757 / 7.683"
C -0.599 -1.247 -0.297 0.12
N -0.390 -2.169 0.525 -0.51
N 0.522 1.222 -0.122 -0.29
O 1.771 1.773 0.486 -0.41
O -2.157 0.918 -0.758 -0.49
S -1.513 0.185 0.319 0.41
H 0.033 -1.003 -1.224 0.33
H 0.347 -2.839 0.402 0.25
H -0.098 2.011 -0.458 0.27
H 2.082 1.150 1.128 0.32



No. 19
10
Properties=species:S:1:pos:R:3:mulliken_charge:R:1 method="wB97M-V/def2-TZVPD" de_lowest_kcal_mol=99.04 homo_lumo_gap_ev=9.483
C -2.400 1.040 -0.090 0.56
N -1.805 0.268 -0.776 -0.47
N 0.606 -0.010 0.732 -0.32
O -3.002 1.885 0.446 -0.44
O 0.222 -1.398 0.740 -0.45
S 1.877 0.347 -0.024 0.05
H 2.861 -0.529 0.305 0.16
H -1.151 -0.313 -0.524 0.39
H -0.128 -1.604 1.695 0.35
H 1.912 -0.178 -1.144 0.17



No. 20
10
Properties=species:S:1:pos:R:3:mulliken_charge:R:1 method="wB97M-V/def2-TZVPD" de_lowest_kcal_mol=128.47 homo_lumo_gap_ev="7.947 / 6.917"
C 1.438 -0.215 2.567 0.02
N -0.104 -1.192 0.487 0.35
N -0.742 0.405 -0.323 -0.54
O -0.931 -1.910 0.867 -0.32
O 0.372 -0.136 1.968 -0.34
S 2.770 -1.260 2.093 -0.16
H -0.287 0.877 0.445 0.34
H -0.589 0.541 -1.297 0.27
H -1.745 0.557 -0.339 0.27
H 2.514 -1.384 0.778 0.12